C15H14BIN3O8S as an isolated structure at a distorted geometry. Source: the Open Molecules 2025 dataset; level of theory: ωB97M-V/def2-TZVPD.

As for the orbital gap: 7.876 eV. Its largest force on an atom is 1.45 eV/A. The net charge is -1. The value obtained for the HOMO energy is -0.2304 Eh. Its total energy is -2067.2532 Eh.

Each line ends with the Mulliken charge.
Geometry (Å):
1 C -3.015 -2.317 -0.048  -1.126
2 C -1.834 -3.169 0.500  -0.384
3 C -0.772 -2.261 1.186  -0.576
4 C 0.670 -2.587 0.708  -0.926
5 C 1.289 -1.448 -0.124  -0.836
6 C 1.069 -1.535 -1.614  1.150
7 C 1.547 -2.672 -2.375  0.637
8 N 2.247 -3.724 -1.696  -0.614
9 C 1.411 -2.775 -3.703  -1.071
10 C 0.786 -1.745 -4.444  0.356
11 N 0.590 -1.681 -5.746  -0.807
12 S -0.202 -0.276 -5.986  0.110
13 N -0.273 0.272 -4.490  -0.506
14 C 0.299 -0.626 -3.693  1.135
15 C 0.451 -0.534 -2.285  -0.860
16 I -0.302 1.216 -1.344  0.193
17 H -3.947 -2.863 0.095  0.354
18 H -3.068 -1.384 0.510  0.299
19 H -2.833 -2.080 -1.095  0.252
20 H -2.187 -3.924 1.202  0.406
21 H -1.367 -3.687 -0.340  0.201
22 H -0.855 -2.440 2.259  0.374
23 H -0.962 -1.203 1.013  0.269
24 H 1.277 -2.681 1.613  0.384
25 H 0.696 -3.564 0.238  0.351
26 H 0.894 -0.518 0.270  0.108
27 H 2.366 -1.423 0.066  0.389
28 H 2.555 -4.387 -2.399  0.271
29 H 1.588 -4.256 -1.137  0.220
30 H 1.808 -3.626 -4.245  0.262
31 B 0.012 4.915 2.858  1.063
32 O -0.780 5.164 4.076  -0.478
33 C -0.451 6.358 4.560  0.597
34 O -0.911 6.861 5.543  -0.591
35 C 0.610 6.967 3.646  0.603
36 O 1.132 8.036 3.784  -0.591
37 O 0.858 6.105 2.665  -0.482
38 O 0.827 3.688 2.988  -0.563
39 C 0.483 2.844 2.029  0.532
40 O 0.949 1.753 1.857  -0.532
41 C -0.615 3.500 1.188  0.752
42 O -1.172 3.019 0.228  -0.745
43 O -0.870 4.687 1.683  -0.578